[1]
DFT (the ωB97M-V functional and the def2-TZVPD basis) results for C26H22N4O2S as an isolated structure in a non-equilibrium geometry.

The geometry in XYZ format:
```
55
Properties=species:S:1:pos:R:3:forces:R:3
C 5.250 0.786 -1.221 5.1 -2.6 -3.0
C 4.142 1.548 -0.889 -6.9 4.7 0.9
C 3.605 2.646 -1.703 0.1 -4.1 3.6
C 2.385 3.236 -1.295 0.0 1.8 -2.8
C 1.781 2.816 -0.196 -4.2 3.2 4.9
C 2.225 1.913 0.820 5.1 0.5 -11.4
C 3.294 1.145 0.514 -1.3 11.3 -11.7
O 3.935 0.262 0.928 4.1 -9.5 8.0
C 3.293 -0.169 2.146 5.7 -4.1 4.4
C 1.966 -0.666 2.063 -4.4 3.6 3.7
N 0.928 -0.254 2.974 0.4 -3.6 -4.5
N -0.270 -0.814 2.340 3.2 -1.3 -0.4
C 0.105 -1.520 1.120 4.4 7.8 9.7
N 1.431 -1.103 0.973 -2.3 -4.8 -4.6
C 2.040 -1.521 -0.410 2.2 -3.8 15.3
C 1.598 -0.871 -1.314 -3.0 7.1 -15.6
C 2.327 -1.310 -2.582 -9.1 8.7 1.6
C 3.246 -2.167 -2.592 3.2 -0.2 -9.1
C 3.764 -2.666 -1.578 -3.3 -0.5 12.6
C 3.015 -2.424 -0.195 1.7 2.8 -12.7
H 3.281 -2.986 0.506 1.8 -4.0 6.4
H 4.315 -3.429 -1.388 4.5 -4.4 -0.1
H 3.762 -2.237 -3.552 0.0 -0.6 -0.1
H 1.939 -0.579 -3.361 1.2 -1.8 0.1
H 0.898 0.089 -1.637 1.7 -2.8 2.2
S -0.968 -1.995 0.103 -5.2 -3.0 -4.7
C -2.589 -2.026 1.097 3.7 13.5 -1.6
C -3.524 -0.796 0.343 -3.2 -13.4 0.9
C -4.668 -1.551 -0.195 3.7 0.8 0.9
C -5.505 -0.783 -1.013 -4.8 3.0 -4.3
O -6.474 -1.086 -1.751 0.8 -2.3 1.4
N -5.312 0.587 -1.223 6.3 -0.4 5.3
C -4.234 1.276 -0.408 -4.1 -9.7 -0.2
C -4.136 2.495 -0.539 -0.4 11.2 -0.4
C -3.133 3.186 0.171 2.1 3.3 1.7
C -2.186 2.713 0.997 -5.1 -9.2 -5.2
C -2.336 1.151 0.881 8.0 5.2 8.5
C -3.373 0.493 0.618 -5.8 2.9 -7.3
H -1.706 0.638 1.705 -0.1 0.5 -1.9
H -1.561 3.138 1.607 3.6 2.4 2.9
H -2.907 4.247 0.255 -1.8 0.8 -1.2
H -4.944 3.262 -0.885 1.4 -2.0 -0.3
H -6.014 1.136 -1.617 -1.3 0.6 -0.8
H -4.795 -2.724 -0.281 0.6 2.8 0.4
H -2.393 -1.391 1.994 0.3 -1.6 -0.1
H -2.848 -2.911 1.194 -3.1 -8.0 0.7
H 3.458 0.466 3.066 -0.4 0.1 -1.5
H 4.090 -1.189 2.609 -2.2 2.8 -1.7
H 1.847 1.901 1.622 -5.8 -0.4 11.0
H 0.761 3.614 0.340 3.1 -2.7 -2.1
H 1.944 4.086 -1.951 0.7 -1.7 1.3
H 3.930 2.819 -2.680 1.1 0.4 -1.2
H 5.695 1.128 -2.408 -1.3 -1.2 3.6
H 5.060 -0.366 -1.179 0.2 2.0 -0.4
H 6.137 0.910 -0.499 -1.1 0.0 -1.0
```
Positions in Å, forces in eV/Å.

Calculated values
HOMO energy: -0.288 hartree
maximum force: 0.3376 Eh/bohr
relative energy (zero: lowest compared OMol25 entry of this formula, charge and spin): 22.848 eV
frontier orbital gap: 7.12 eV
charge: 0
M: 454.55 g mol⁻¹
LUMO energy: -0.72 eV

=====

[2]
DFT (the ωB97M-V functional and the def2-TZVPD basis) results for C7H15NO as an isolated structure in a non-equilibrium geometry.

The geometry in XYZ format:
```
24
Properties=species:S:1:pos:R:3:forces:R:3
C 0.915 1.545 -0.935 -0.2 0.0 0.0
C 0.760 2.030 0.505 0.0 -0.1 -0.1
C 0.513 2.611 -1.945 0.1 -0.1 0.1
O 0.140 0.368 -1.193 -0.8 0.3 0.1
H 0.445 -0.632 -0.396 -0.2 -0.7 0.8
H 1.965 1.271 -1.103 -0.1 0.0 0.0
H -0.533 2.891 -1.799 0.0 0.0 0.0
H 1.047 1.251 1.212 0.0 0.0 0.0
H -0.275 2.311 0.708 0.0 0.0 0.0
H 1.392 2.902 0.681 0.0 0.0 0.0
H 1.131 3.505 -1.833 0.0 0.0 0.0
H 0.626 2.232 -2.961 0.0 0.0 0.0
C -1.793 -1.996 1.897 0.3 -0.2 0.1
C -1.402 -1.052 0.825 -1.2 1.1 -0.6
C 0.529 -1.672 0.407 0.6 0.3 -0.7
C 0.599 -2.824 -0.277 -0.1 0.0 0.2
N -1.823 -0.137 0.188 0.4 -0.9 0.7
H -0.907 0.328 -0.638 1.1 0.2 -0.6
H 1.100 -1.599 1.332 0.0 -0.1 0.1
H -1.849 -3.007 1.495 0.0 0.1 0.0
H -2.764 -1.698 2.293 0.1 0.1 -0.1
H -1.054 -1.996 2.699 0.0 0.0 0.0
H 0.055 -2.950 -1.208 0.1 0.1 -0.1
H 1.183 -3.683 0.045 -0.1 0.0 0.1
```
Positions in Å, forces in eV/Å.

Calculated values
HOMO energy: -0.311 hartree
maximum force: 0.0333 Eh/bohr
relative energy (zero: lowest compared OMol25 entry of this formula, charge and spin): 4.790 eV
frontier orbital gap: 8.76 eV
charge: 0
M: 129.20 g mol⁻¹
LUMO energy: 0.30 eV

=====

[3]
DFT (the ωB97M-V functional and the def2-TZVPD basis) results for C4H6F2N4O2 as an isolated structure in a non-equilibrium geometry.

The geometry in XYZ format:
```
18
Properties=species:S:1:pos:R:3:forces:R:3
C 0.610 0.203 0.157 -1.9 2.5 -1.7
C -0.595 -0.396 0.076 -1.8 -1.4 1.5
C 0.700 1.723 -0.056 3.0 -1.0 -0.3
C -0.912 -1.861 0.304 -1.4 -0.2 1.7
N 1.751 -0.531 -0.068 -0.6 -1.1 0.2
N -1.707 0.486 -0.044 2.3 1.1 -0.6
N 2.904 -0.317 0.114 1.9 0.7 0.7
N -2.862 0.425 0.163 -0.4 -2.7 0.8
O 3.925 -0.816 -0.194 -0.5 0.5 0.4
O -3.839 1.018 0.010 -1.0 1.1 -0.2
F 3.272 1.054 1.094 -0.7 -1.3 -1.0
F -3.288 -1.027 0.844 0.1 0.8 -0.2
H 1.168 2.080 0.815 -0.1 0.8 1.9
H 1.696 1.837 -0.607 -1.9 0.3 -0.5
H -0.154 2.354 -0.303 0.2 -0.7 -0.4
H -1.215 -2.149 1.398 0.5 1.1 -1.9
H -0.022 -2.363 0.140 1.9 -1.2 -0.5
H -1.706 -2.326 -0.306 0.5 0.8 0.0
```
Positions in Å, forces in eV/Å.

Calculated values
HOMO energy: -0.361 hartree
maximum force: 0.0689 Eh/bohr
relative energy (zero: lowest compared OMol25 entry of this formula, charge and spin): 0.862 eV
frontier orbital gap: 8.38 eV
charge: 0
M: 180.11 g mol⁻¹
LUMO energy: -1.43 eV

=====

[4]
DFT (the ωB97M-V functional and the def2-TZVPD basis) results for one molecule with the formula C6H5Cl in a non-equilibrium geometry.

The geometry in XYZ format:
```
12
Properties=species:S:1:pos:R:3:forces:R:3
C -2.065 -0.656 -1.261 -1.1 -1.1 -1.8
C -1.248 -0.126 -0.568 0.7 0.3 0.5
C -0.214 0.459 0.245 0.5 -0.2 0.2
C 1.203 -0.034 0.144 -0.4 0.9 1.1
C 1.638 -1.139 -0.426 -0.2 -1.4 -0.2
C -0.462 1.410 1.158 0.4 0.7 0.1
Cl -1.997 2.146 1.396 -0.1 -0.2 0.0
H -2.694 -1.167 -2.029 0.8 0.9 1.4
H 1.899 0.567 0.753 -0.3 -0.2 -0.5
H 0.958 -1.871 -0.890 0.3 0.6 0.0
H 2.667 -1.485 -0.306 -0.3 0.4 -0.1
H 0.313 1.897 1.782 -0.5 -0.7 -0.6
```
Positions in Å, forces in eV/Å.

Calculated values
HOMO energy: -0.326 hartree
maximum force: 0.0458 Eh/bohr
relative energy (zero: lowest compared OMol25 entry of this formula, charge and spin): 0.000 eV
frontier orbital gap: 9.32 eV
charge: 0
SMILES: C#C/C(C=C)=C\Cl
M: 112.56 g mol⁻¹
LUMO energy: 0.46 eV

=====

[5]
DFT (the ωB97M-V functional and the def2-TZVPD basis) results for C22H32F3MnNO8 as an isolated structure in a non-equilibrium geometry.

The geometry in XYZ format:
```
67
Properties=species:S:1:pos:R:3:forces:R:3
Mn 0.244 0.625 -0.625 -0.4 1.4 1.0
C 0.762 2.422 -2.768 -1.8 -1.6 0.9
O 1.730 1.430 -2.383 0.7 0.3 -0.6
O -0.147 2.395 -1.774 1.1 0.8 -0.5
C 1.414 3.769 -3.174 -0.9 0.3 0.8
F 2.062 3.703 -4.371 0.1 0.0 0.4
F 0.447 4.703 -3.341 0.4 -0.2 0.0
F 2.260 4.247 -2.236 0.1 -0.1 -0.6
C 2.880 1.210 -3.173 -0.1 -0.9 0.5
C 3.510 -0.066 -2.620 0.8 0.1 0.3
H 2.825 -0.880 -2.379 -0.5 0.3 -0.3
H 4.249 -0.480 -3.313 0.1 0.2 0.0
H 4.006 0.160 -1.673 0.0 0.0 0.0
H 3.539 2.074 -3.044 0.3 -0.2 -0.3
H 2.680 1.043 -4.240 -0.4 0.4 0.0
H 0.270 2.025 -3.674 0.3 0.3 -0.7
C -3.141 -1.239 1.073 -0.5 -0.7 0.2
C -2.938 -0.210 0.190 1.9 0.2 1.0
C -4.057 0.291 -0.674 -1.5 1.5 -2.3
O -3.831 1.134 -1.595 0.8 -0.5 0.7
C -5.354 -0.213 -0.532 0.8 -1.1 1.7
C -5.609 -1.173 0.487 -1.1 -0.7 -0.7
C -4.417 -1.848 1.254 -0.7 1.0 0.3
O -4.684 -2.744 2.049 0.3 -0.3 -0.1
O -6.755 -1.599 0.729 0.4 0.1 0.2
O -1.770 0.336 0.133 -0.2 0.2 -0.6
H -2.338 -1.558 1.723 0.2 -0.1 -0.1
H -6.193 0.072 -1.147 0.1 0.4 -0.1
C 0.312 2.395 2.342 0.3 -0.2 -0.7
C 0.848 1.039 2.818 -1.5 -0.1 0.9
C -0.407 0.299 3.395 0.8 0.5 0.6
C -0.046 -1.133 3.736 -1.3 -0.2 0.3
C 0.535 -1.917 2.582 0.0 -0.7 0.9
C 1.666 -1.188 1.866 0.3 -0.3 0.0
N 1.285 0.232 1.711 -0.6 -1.0 -1.5
O 1.916 0.909 0.636 0.1 -0.4 -0.1
C 1.806 -1.936 0.519 -0.7 1.2 -0.4
C 3.001 -1.416 2.628 -0.4 0.3 -0.4
C 1.891 1.246 3.964 -0.6 0.0 0.2
H 1.124 2.988 1.919 -0.1 0.1 0.0
H -0.208 2.954 3.123 0.3 -0.2 0.3
H -0.449 2.240 1.573 0.1 0.0 -0.2
H -1.289 0.348 2.756 0.4 0.0 -0.5
H -0.707 0.864 4.289 0.1 -0.2 0.2
H -0.970 -1.649 4.025 0.1 0.0 0.2
H 0.609 -1.183 4.610 0.1 0.1 -0.1
H -0.230 -2.320 1.915 -0.2 0.8 -0.3
H 0.875 -2.860 3.036 0.6 0.1 -0.1
H 1.520 -2.980 0.641 0.6 -0.2 0.2
H 2.756 -1.755 0.017 0.1 -0.3 0.2
H 1.037 -1.571 -0.167 0.0 0.0 0.0
H 3.765 -0.778 2.179 0.1 0.0 0.1
H 3.293 -2.458 2.484 0.1 0.0 0.3
H 2.867 -1.163 3.678 0.3 -0.2 0.1
H 1.767 2.204 4.480 0.3 0.3 -0.6
H 2.892 1.092 3.571 0.1 0.3 0.2
H 1.691 0.569 4.801 0.3 -0.4 -0.3
C -2.513 -1.455 -2.636 0.9 -1.0 -0.6
C -1.064 -1.165 -2.926 -0.9 0.1 -0.1
O -0.282 -0.812 -2.072 0.7 -0.5 -0.2
C -0.637 -1.189 -4.377 -0.5 0.3 -0.1
H -2.654 -1.964 -1.684 0.1 0.4 0.2
H -2.808 -2.170 -3.409 -0.5 0.3 -0.1
H -3.072 -0.513 -2.658 -0.1 0.0 0.0
H 0.444 -1.142 -4.480 0.0 0.1 -0.1
H -1.123 -0.307 -4.812 0.4 0.3 0.1
H -1.089 -1.982 -4.974 0.2 -0.4 0.3
```
Positions in Å, forces in eV/Å.

Calculated values
HOMO energy (alpha / beta): -0.040 / -0.040 hartree
maximum force: 0.0615 Eh/bohr
frontier orbital gap (alpha / beta): 5.42 / 5.42 eV
charge: -2
spin multiplicity: 6
M: 550.43 g mol⁻¹
LUMO energy (alpha / beta): 4.33 / 4.32 eV

=====

[6]
DFT (the ωB97M-V functional and the def2-TZVPD basis) results for one molecule with the formula C3H6N2OS2.

The geometry in XYZ format:
```
14
Properties=species:S:1:pos:R:3:forces:R:3
C -1.307 -0.856 1.789 0.0 0.6 0.0
C -0.530 -0.138 0.683 -0.1 0.5 0.1
S 1.242 -0.441 0.918 -0.2 0.0 -0.3
N 1.828 0.414 -0.446 0.1 0.0 0.2
C 1.215 0.692 -1.646 -0.1 0.1 -0.2
O 1.711 1.488 -2.428 -0.2 -0.3 0.3
N -0.005 0.101 -1.925 0.0 0.1 0.0
S -1.018 -0.836 -0.912 0.3 0.2 0.1
H -2.390 -0.718 1.651 0.4 0.1 0.1
H -1.103 -1.913 1.769 0.1 -0.4 0.0
H -0.994 -0.460 2.768 -0.2 -0.1 -0.3
H -0.699 0.962 0.686 0.0 -0.7 0.0
H 2.530 1.110 -0.240 0.0 0.0 0.0
H -0.480 0.596 -2.667 0.1 0.0 0.0
```
Positions in Å, forces in eV/Å.

Calculated values
HOMO energy: -0.321 hartree
maximum force: 0.0134 Eh/bohr
relative energy (zero: lowest compared OMol25 entry of this formula, charge and spin): 0.986 eV
frontier orbital gap: 9.29 eV
charge: 0
SMILES: CC1SNC(=O)NS1
M: 150.23 g mol⁻¹
LUMO energy: 0.56 eV